# C4H16N6

A 2-piece molecular cluster, C4H16N6 overall at a distorted geometry (wB97M-V/def2-TZVPD, the OMol25 dataset).

Summary:
- spin multiplicity = 1
- charge = +2
- energy relative to the best compared isomer or geometry (same formula, charge and spin) (kJ/mol) = 233.24
- HOMO level (eV) = -17.25
- E (eV) = -13332.4395

```
26
C4H16N6 (wB97M-V/def2-TZVPD)
C -0.572 1.755 3.141
C 0.846 0.043 1.911
N 1.491 -0.184 0.689
N 0.334 1.329 2.076
N 0.654 -0.961 2.759
H 1.817 0.522 0.049
H 2.182 -0.917 0.691
H 0.594 2.119 1.477
H 0.014 -0.891 3.575
H 0.916 -1.952 2.618
H -1.466 0.964 3.297
H -1.064 2.727 2.879
H 0.144 1.863 4.035
C -1.905 -1.226 -1.560
C 0.088 -0.265 -2.646
N -0.474 -1.329 -2.046
N 1.514 -0.327 -2.702
N -0.508 0.961 -2.761
H -0.069 -2.343 -1.903
H 1.923 -1.235 -2.979
H 2.171 0.481 -2.708
H -1.481 1.139 -2.564
H -0.148 1.734 -3.282
H -2.066 -1.797 -0.524
H -2.579 -1.982 -2.176
H -2.357 -0.226 -1.345
```